Entry one
{"formula": "C3H3N3O", "method": "ωB97M-V/def2-TZVPD", "gap_ev": 10.3, "total_charge": 0, "e_lumo_ev": 0.74, "smiles": "N=C=CC=O.N#N", "homo_energy_ha": -0.3520, "species": ["N", "C", "C", "C", "O", "H", "H", "H", "N", "N"], "xyz": [[-2.163, -0.764, -1.004], [-1.325, -0.293, -0.251], [-0.468, 0.228, 0.601], [0.587, -0.572, 1.301], [0.376, -1.528, 2.006], [-1.943, -0.782, -1.999], [-0.507, 1.302, 0.767], [1.619, -0.225, 1.113], [2.045, 1.038, -0.812], [1.779, 1.596, -1.723]]}

=====

Entry two
{"formula": "C3H3N3O", "method": "ωB97M-V/def2-TZVPD", "gap_ev": 8.8, "total_charge": 0, "e_lumo_ev": -0.35, "homo_energy_ha": -0.3348, "species": ["O", "C", "N", "C", "N", "C", "N", "H", "H", "H"], "xyz": [[2.484, 0.429, -0.373], [1.816, -0.317, 0.279], [0.355, -0.333, 0.279], [-0.520, 0.707, -0.348], [-1.670, 1.064, 0.523], [-1.823, 0.135, -0.312], [-0.198, -1.327, 0.729], [2.135, -1.158, 0.912], [-0.090, 1.435, -1.028], [-2.490, -0.633, -0.662]]}

=====

The winner here is entry one, beating the second structure by 0.1448 hartree.